# 1
Below is a molecular structure, C24H43ClOsP2, with properties calculated with ωB97M-V/def2-TZVPD.

Calculated values
HOMO (alpha / beta): -13.249 / -13.244 eV
Molecular weight: 619.24 g/mol
Maximum force: 5.51 eV Å⁻¹
Orbital gap (alpha / beta): 6.2867 / 5.0816 eV
Total charge: +2
DFT total energy: -59132.7007 eV
Multiplicity: 5
Lowest unoccupied orbital energy (alpha / beta): -6.96 / -8.16 eV

XYZ file:
```
71
C24H43ClOsP2 ωB97M-V/def2-TZVPD
Os -1.24191 -0.67341 -1.77743
C -0.50390 -2.48771 2.13747
C 0.81427 -2.48771 1.60558
C 0.64152 -0.76393 3.11131
C -0.62883 -1.36973 2.99855
C 1.52614 -1.42076 2.21123
C -1.52839 -3.53734 1.93318
H -1.42368 -4.00777 0.94912
H -2.53844 -3.11607 2.03342
H -1.42763 -4.32816 2.70013
C -1.89527 -0.88259 3.58580
H -2.67261 -0.79448 2.81366
H -1.78148 0.11821 4.00858
H -2.26012 -1.56899 4.35881
C 0.95440 0.38557 3.98845
H 0.81212 0.11517 5.04628
H 0.29111 1.23903 3.78146
H 1.98192 0.72854 3.85182
C 2.94650 -1.08118 1.96887
H 3.60769 -1.69398 2.60619
H 3.15089 -0.02582 2.19490
H 3.21749 -1.25569 0.91915
C 1.33307 -3.41792 0.58029
H 1.71781 -4.34708 1.03301
H 2.16686 -2.96627 0.02326
H 0.53582 -3.71822 -0.12105
C -1.77146 0.35340 -3.36581
C -1.90943 -1.11730 -3.56755
C -0.94640 -1.91018 -4.40365
C 0.45101 -2.00009 -3.74478
C 0.44981 -1.53433 -2.29303
C 0.65021 -0.10218 -1.98047
C 0.74896 0.87642 -3.14021
C -0.58000 1.09585 -3.91957
H -0.83057 -1.51368 -5.42713
H 1.20186 -1.45696 -4.34491
H -1.35092 -2.93038 -4.50309
H -0.44721 0.81764 -4.96567
H -2.73046 0.90292 -3.45073
H -2.94749 -1.44336 -3.69218
H -0.80806 2.17155 -3.90528
H 1.11538 1.84425 -2.76316
H 1.19164 0.15260 -1.05498
H 1.52044 0.55427 -3.84941
H 0.75015 -3.05980 -3.76204
H 0.90689 -2.23771 -1.59056
P -1.31563 2.05211 0.98143
P 1.59331 2.36402 1.01074
C -0.70498 3.29523 -0.26424
C 0.78623 3.61707 -0.08664
H -1.31698 4.19877 -0.13467
H -0.88382 2.89164 -1.28351
H 1.32112 3.60385 -1.04900
H 0.91087 4.61102 0.37750
C 2.09696 3.57312 2.33527
H 2.88076 3.11289 2.95736
H 1.23801 3.83495 2.96830
H 2.49513 4.48209 1.85386
C 3.25423 2.31480 0.20457
H 3.54746 3.33818 -0.08751
H 3.21718 1.66340 -0.68167
H 3.98746 1.90988 0.91972
C -3.01675 1.94280 0.28258
H -3.59438 1.19739 0.85125
H -2.95873 1.60768 -0.77487
H -3.50753 2.92479 0.35322
C -2.53834 -1.81065 -0.66932
H -2.20287 -2.85895 -0.66737
H -3.46417 -1.72209 -1.25212
H -2.66848 -1.41155 0.35193
Cl -1.61574 3.16291 2.68531
```

=====

# 2
Below is C16H19F3N2O3 in the gas phase, with properties calculated with ωB97M-V/def2-TZVPD.

Calculated values
HOMO: -8.923 eV
Molecular weight: 344.33 g/mol
Maximum force: 0.61 eV Å⁻¹
Orbital gap: 9.5906 eV
Total charge: 0
DFT total energy: -34177.0583 eV
Lowest unoccupied orbital energy: 0.67 eV

XYZ file:
```
43
C16H19F3N2O3 ωB97M-V/def2-TZVPD
C 3.51915 1.53101 -2.17081
C 2.53264 2.66469 -1.92805
O 1.36883 2.20180 -1.23966
C 1.42498 2.14433 0.09586
O 2.39825 2.44458 0.73792
C 0.10264 1.68131 0.65139
C 0.20832 0.82010 1.93263
C 0.48153 1.77528 3.10011
O -0.15025 2.80769 3.20835
N 1.39143 1.40336 4.01285
C 2.20256 0.21653 3.92852
C 2.39558 -0.13109 2.45831
N 1.08043 -0.34304 1.88423
C 1.10984 -1.02625 0.60489
C -0.25798 -1.49708 0.19413
C -1.09733 -2.09877 1.12546
C -2.35451 -2.54425 0.76060
C -2.79248 -2.40627 -0.54563
C -1.95530 -1.80996 -1.47746
C -2.39412 -1.68588 -2.90820
F -1.89208 -0.59887 -3.51561
F -1.99538 -2.74123 -3.64954
F -3.72638 -1.61838 -3.04602
C -0.69436 -1.35566 -1.11469
H 3.88481 1.14423 -1.22216
H 3.04027 0.72562 -2.72319
H 4.36304 1.90030 -2.74603
H 3.00246 3.45649 -1.33587
H 2.16186 3.07205 -2.87038
H -0.45550 1.17134 -0.13284
H -0.45230 2.57963 0.94164
H -0.81163 0.44452 2.11508
H 1.53427 2.04489 4.77895
H 1.70735 -0.61892 4.44079
H 3.16639 0.40232 4.40693
H 2.95618 0.67460 1.96706
H 2.96229 -1.06106 2.37389
H 1.74878 -1.90840 0.73194
H 1.55247 -0.41573 -0.19896
H -0.74995 -2.20828 2.14124
H -2.99858 -3.00551 1.49320
H -3.77123 -2.75106 -0.84061
H -0.06034 -0.88921 -1.85470
```

=====

# 3
Below is 2 unconnected molecules or ions with the total composition C4H8O2S, with properties calculated with ωB97M-V/def2-TZVPD.

Calculated values
HOMO: -9.445 eV
Molecular weight: 120.17 g/mol
Maximum force: 3.96 eV Å⁻¹
Orbital gap: 8.2976 eV
Total charge: 0
DFT total energy: -19205.5617 eV
Lowest unoccupied orbital energy: -1.15 eV

XYZ file:
```
15
C4H8O2S ωB97M-V/def2-TZVPD
C 0.24600 0.10760 -0.09605
C 1.53192 -0.14422 0.05594
C -0.32331 1.46852 -0.36142
C 2.10718 -1.48346 0.39678
O -3.73527 0.66658 0.87944
O -3.55752 -0.76294 -1.10851
S -3.08776 -0.43933 0.20574
H -0.62524 -0.72525 -0.07505
H 2.16195 0.66281 0.08380
H -0.36136 1.84377 -1.33436
H 0.26733 2.14949 0.10947
H -1.25953 1.69587 -0.07950
H 1.71349 -2.03864 -0.42598
H 1.78379 -1.67111 1.46664
H 3.13834 -1.32969 0.28307
```

=====

# 4
Below is 2 unconnected molecules or ions with the total composition C28H52Br2F4N8O5P, with properties calculated with ωB97M-V/def2-TZVPD.

Calculated values
HOMO: -9.877 eV
Molecular weight: 847.55 g/mol
Maximum force: 6.94 eV Å⁻¹
Orbital gap: 5.5849 eV
Total charge: +1
DFT total energy: -212259.4619 eV
Lowest unoccupied orbital energy: -4.29 eV

XYZ file:
```
100
C28H52Br2F4N8O5P ωB97M-V/def2-TZVPD
C 0.02922 4.87592 1.69399
C -0.31590 3.49836 0.93743
C -0.61282 2.25470 1.96256
N -1.60605 1.26928 1.44870
C -1.12167 0.49613 0.25884
N 0.18828 -0.05104 0.65045
C 0.76750 -1.08969 -0.21167
C 1.67052 -2.04144 0.77929
C 2.46014 -3.21150 -0.01105
C 4.05101 -3.18265 0.16927
F 4.68840 -1.98018 -0.28753
Br 4.84225 -4.66642 -0.94644
C 4.56062 -3.43801 1.68240
F 4.39211 -2.26908 2.52226
F 5.99947 -3.61184 1.58894
Br 3.85746 -5.09558 2.51319
P 2.01725 -0.24616 -1.36295
N 2.95867 0.69683 -0.43413
C -0.30381 -2.06666 -0.88200
N -1.60477 -1.39710 -1.35332
C -2.33734 -2.54076 -2.00878
O -3.01516 -3.49620 -1.18550
O -2.88650 -4.71994 -1.76293
C -1.24968 -0.56500 -2.58265
O -1.67937 0.58307 -2.84041
N -0.46765 -1.14155 -3.72940
C -0.34253 -0.13358 -4.80405
O -1.01078 -0.18136 -5.85345
F 0.60988 0.92111 -4.61431
C -2.23507 -0.63771 -0.23858
C -2.48564 -1.43827 1.15113
C -3.81538 -0.95724 1.96979
C -3.84057 -1.62165 3.46433
C -2.67288 -1.07630 4.42203
N -1.72517 -2.17620 4.84163
C -0.26782 -2.03729 5.04398
C 0.35690 -3.39959 5.51545
C -0.81279 -4.46598 5.58876
C -1.99888 -3.56947 5.13278
N -3.42959 0.17747 -0.45894
C -4.45283 -0.13743 -1.44192
C -5.41572 -1.40191 -1.20669
H -0.61656 5.09440 2.61137
H -0.15158 5.72354 0.92023
H 1.16127 4.89169 1.89784
H -1.33573 3.67372 0.40108
H 0.42120 3.21578 0.10271
H -1.14085 2.77767 2.86027
H 0.34263 1.81331 2.41163
H -2.44651 1.82652 1.24823
H -0.92687 1.29076 -0.54767
H 0.26073 -0.32130 1.64094
H 2.35459 -1.36137 1.39529
H 0.93043 -2.58542 1.49260
H 2.06084 -4.24930 0.31671
H 2.25938 -3.13089 -1.14652
H 1.30581 0.64380 -2.23462
H 2.81410 -1.21061 -2.09708
H 3.94906 0.42692 -0.53989
H 0.23604 -2.62397 -1.73458
H -0.53489 -2.90170 -0.10719
H -1.63303 -3.18218 -2.67897
H -3.11368 -2.13891 -2.78015
H -3.51395 -4.68702 -2.53716
H 0.49043 -1.39436 -3.44901
H -2.57776 -2.57021 1.07680
H -1.64446 -1.27679 1.93764
H -4.79535 -1.27862 1.48780
H -3.86245 0.17028 2.13469
H -3.88945 -2.75743 3.34470
H -4.85123 -1.28832 3.91544
H -2.05779 -0.28273 3.84598
H -3.12494 -0.59746 5.35680
H 0.33793 -1.06932 4.88950
H 1.44012 -3.64304 5.78652
H -0.80352 -5.56661 5.88697
H -3.05707 -3.98998 5.03284
H -3.12858 1.15621 -0.66599
H -4.09594 -0.22204 -2.54957
H -5.17553 0.77578 -1.48289
H -6.46446 -1.03518 -0.87097
H -5.61345 -1.97871 -2.19559
H -5.07371 -2.16874 -0.43979
C 4.50138 4.78294 -4.34444
C 4.75294 5.30637 -2.93354
C 4.15262 4.40917 -1.83046
O 2.74358 4.55000 -1.66372
C 1.96700 3.77876 -2.56236
N 4.25328 6.68455 -2.84084
H 3.47089 4.93309 -4.67219
H 5.14194 5.30557 -5.06161
H 4.73365 3.71635 -4.41352
H 5.83829 5.32531 -2.78496
H 4.59187 4.71266 -0.87426
H 4.42455 3.35674 -1.97441
H 2.43600 2.81709 -2.79333
H 1.78043 4.34265 -3.47839
H 0.99827 3.58651 -2.09202
H 4.50080 7.05974 -1.92598
H 3.23399 6.63626 -2.81142
```